# 1
Formula: C37H42AsN4OPRhS
Source: the OMol25 dataset
Level of theory: ωB97M-V/def2-TZVPD

```
88
Properties=species:S:1:pos:R:3
Rh -0.467 -0.043 -0.042
S -2.073 1.362 0.723
C -2.362 2.432 -0.675
C -2.729 3.760 -0.492
C -3.009 4.551 -1.599
C -2.914 4.040 -2.887
C -2.544 2.714 -3.075
C -2.276 1.923 -1.970
As -1.772 0.079 -2.015
C -0.868 -0.217 -3.687
C -1.543 -0.693 -4.805
C -0.857 -0.862 -6.000
C 0.494 -0.556 -6.079
C 1.169 -0.078 -4.963
C 0.488 0.089 -3.768
C -3.402 -0.927 -2.115
C -4.627 -0.288 -1.983
C -5.796 -1.037 -2.015
C -5.736 -2.413 -2.173
C -4.509 -3.051 -2.302
C -3.338 -2.310 -2.272
H -2.796 4.168 0.508
H -3.296 5.584 -1.452
H -3.124 4.671 -3.740
H -2.461 2.303 -4.074
H -2.597 -0.935 -4.747
H -1.380 -1.232 -6.872
H 1.024 -0.691 -7.012
H 2.222 0.161 -5.027
H 1.016 0.467 -2.897
H -4.673 0.787 -1.854
H -6.754 -0.544 -1.914
H -6.649 -2.993 -2.196
H -4.464 -4.125 -2.423
H -2.382 -2.809 -2.372
N -2.685 -6.841 1.317
C -2.380 -5.753 1.107
C -1.995 -4.393 0.844
C -0.940 -4.132 -0.027
C -0.586 -2.819 -0.289
C -1.272 -1.776 0.327
C -2.317 -2.030 1.202
C -2.680 -3.346 1.455
H -0.416 -4.952 -0.498
H 0.219 -2.614 -0.993
H -2.859 -1.226 1.677
H -3.497 -3.566 2.129
O 0.633 -0.137 1.708
P 1.967 0.443 2.141
N 2.165 1.891 1.412
C 1.337 2.406 0.320
C 2.174 3.545 -0.258
C 2.883 4.094 0.980
C 3.244 2.832 1.761
N 3.226 -0.535 1.716
C 3.714 -0.405 0.324
C 4.458 -1.709 0.089
C 3.579 -2.720 0.820
C 3.180 -1.974 2.092
N 2.088 0.697 3.742
C 1.062 1.540 4.389
C 1.551 1.609 5.829
C 2.092 0.200 6.060
C 2.770 -0.162 4.735
H 0.371 2.767 0.682
H 1.148 1.640 -0.453
H 1.562 4.281 -0.775
H 2.908 3.151 -0.964
H 2.196 4.711 1.562
H 3.758 4.695 0.742
H 3.274 2.994 2.839
H 4.218 2.439 1.455
H 4.342 0.478 0.215
H 2.878 -0.320 -0.388
H 5.446 -1.659 0.550
H 4.584 -1.928 -0.970
H 4.085 -3.658 1.040
H 2.692 -2.946 0.223
H 3.887 -2.163 2.900
H 2.180 -2.258 2.430
H 0.073 1.077 4.325
H 1.015 2.515 3.901
H 0.759 1.882 6.522
H 2.353 2.345 5.915
H 1.265 -0.485 6.252
H 2.783 0.136 6.898
H 2.654 -1.221 4.513
H 3.836 0.074 4.744
```

E   -131026.4853 eV
Molecular weight   799.64 g mol⁻¹
E_LUMO   -3.66 eV
HOMO level   -0.39312 Eh
Gap between HOMO and LUMO   0.259 hartree
Energy relative to the best compared isomer or geometry (same formula, charge and spin)   0.0 kJ/mol
Maximum force   0.005 Eh/bohr
Charge   +1

Calculated atomic charges, method Löwdin, unit e: 0.566, 0.696, -0.649, -0.102, -0.064, -0.069, -0.078, -0.409, 1.278, -0.361, -0.091, -0.063, -0.065, -0.072, -0.118, -0.358, -0.081, -0.063, -0.064, -0.061, -0.114, 0.109, 0.112, 0.110, 0.111, 0.106, 0.113, 0.112, 0.109, 0.080, 0.105, 0.111, 0.111, 0.113, 0.102, 0.168, -0.181, -0.231, -0.030, -0.127, -0.331, -0.081, -0.010, 0.125, 0.103, 0.084, 0.127, -0.381, 0.560, -0.185, -0.215, -0.151, -0.153, -0.171, -0.171, -0.199, -0.162, -0.158, -0.189, -0.184, -0.184, -0.164, -0.159, -0.167, 0.085, 0.070, 0.118, 0.117, 0.118, 0.117, 0.111, 0.111, 0.108, 0.103, 0.121, 0.116, 0.118, 0.102, 0.111, 0.112, 0.121, 0.113, 0.116, 0.116, 0.117, 0.115, 0.095, 0.122


# 2
Formula: C37H42BiN5O2PS2
Source: the OMol25 dataset
Level of theory: ωB97M-V/def2-TZVPD

```
90
Properties=species:S:1:pos:R:3
Bi -0.444 -0.150 -1.162
C -2.732 2.990 -1.520
C -2.941 2.310 -0.207
N -1.731 1.734 0.337
C -2.152 0.839 1.407
C -2.511 -0.578 0.898
C -3.881 -0.992 1.433
C -4.704 -1.749 0.658
C -4.405 -2.043 -0.721
C -3.257 -1.524 -1.235
C -2.683 -1.932 -2.544
N -1.903 -0.853 -3.169
C -2.649 0.113 -3.946
C -3.275 1.236 -3.123
N -2.236 2.064 -2.533
N -2.476 -0.611 -0.555
H -1.965 3.731 -1.401
H -3.651 3.509 -1.790
H -3.650 1.480 -0.318
H -3.391 3.029 0.511
H -1.113 2.449 0.720
H -3.016 1.260 1.922
H -1.358 0.793 2.152
H -4.075 -0.760 2.495
H -5.625 -2.142 1.088
H -5.062 -2.699 -1.306
H -3.453 -2.352 -3.210
H -1.962 -2.681 -2.262
H -1.167 -1.249 -3.779
H -3.449 -0.341 -4.564
H -1.995 0.551 -4.692
H -3.800 0.792 -2.265
H -4.031 1.781 -3.719
H -1.707 2.579 -3.231
O -1.319 -2.654 0.780
C -1.488 -1.623 1.412
C -0.750 -1.526 2.747
C -1.303 -2.391 3.690
C -0.770 -2.508 4.978
C 0.452 -1.934 5.246
C 1.063 -1.161 4.289
C 0.469 -0.907 3.053
P 1.329 0.181 1.913
C 1.600 1.716 2.840
C 0.702 2.169 3.826
C 0.814 3.455 4.329
C 1.798 4.309 3.890
C 2.690 3.893 2.940
C 2.595 2.615 2.411
C 2.920 -0.615 1.686
C 4.042 -0.378 2.482
C 5.237 -1.000 2.215
C 5.361 -1.892 1.161
C 4.264 -2.131 0.349
C 3.042 -1.496 0.606
H -2.177 -2.979 3.422
H -1.232 -3.150 5.729
H 0.908 -2.120 6.228
H 1.980 -0.651 4.563
H -0.114 1.538 4.141
H 0.064 3.808 5.017
H 1.919 5.308 4.284
H 3.501 4.510 2.593
H 3.336 2.345 1.666
H 3.958 0.263 3.355
H 6.076 -0.789 2.871
H 6.306 -2.367 0.948
H 4.326 -2.833 -0.472
H 2.191 -1.700 -0.032
O 0.575 -2.231 -1.894
N 0.975 -2.955 -2.976
C 0.647 -4.246 -2.954
C 0.957 -5.104 -3.997
C 1.731 -4.575 -5.055
C 2.114 -3.285 -5.008
C 1.704 -2.379 -3.983
S 1.920 -0.720 -4.018
H 0.087 -4.531 -2.072
H 0.588 -6.123 -3.954
H 2.011 -5.207 -5.875
H 2.796 -2.865 -5.744
C 1.540 4.835 -0.550
S 1.085 3.398 -1.557
C 2.570 3.218 -2.548
H 2.415 4.670 0.094
H 0.648 5.098 0.052
H 1.729 5.647 -1.271
H 2.694 4.075 -3.199
H 2.472 2.289 -3.138
H 3.405 3.108 -1.883
```

Spin multiplicity   2
E   -87391.6801 eV
Molecular weight   892.86 g mol⁻¹
E_LUMO (alpha / beta)   0.48 / 0.29 eV
HOMO level (alpha / beta)   -0.19230 / -0.25399 Eh
Gap between HOMO and LUMO (alpha / beta)   0.210 / 0.265 hartree
Energy relative to the best compared isomer or geometry (same formula, charge and spin)   0.0 kJ/mol
Maximum force   0.030 Eh/bohr

Calculated atomic charges, method Löwdin, unit e: 1.654, -0.227, -0.234, -0.124, -0.184, -0.439, -0.033, -0.087, -0.065, -0.329, -0.156, -0.161, -0.206, -0.218, -0.095, -0.171, 0.087, 0.118, 0.113, 0.135, 0.113, 0.116, 0.081, 0.115, 0.100, 0.103, 0.133, 0.107, 0.100, 0.124, 0.118, 0.102, 0.123, 0.106, 0.085, -0.341, -0.146, -0.018, -0.064, -0.086, -0.087, -0.323, 1.044, -0.361, -0.090, -0.089, -0.103, -0.106, -0.107, -0.371, -0.110, -0.093, -0.084, -0.065, -0.073, 0.123, 0.109, 0.114, 0.107, 0.098, 0.102, 0.104, 0.104, 0.108, 0.102, 0.105, 0.101, 0.106, 0.066, -0.450, -0.216, -0.053, -0.061, -0.093, -0.114, -0.769, 0.525, 0.135, 0.098, 0.100, 0.101, -0.417, 0.674, -0.409, 0.022, 0.035, 0.034, 0.033, 0.017, 0.027


# 3
Formula: C37H42Cl4N4O9S2SbSeSi3W
Source: the OMol25 dataset
Level of theory: ωB97M-V/def2-TZVPD

```
104
Properties=species:S:1:pos:R:3
W 0.303 0.267 -0.319
O -2.876 2.368 4.425
C -2.079 1.761 3.526
C -0.742 2.134 3.340
C -0.026 1.454 2.390
N -0.556 0.497 1.650
C -1.824 0.146 1.820
C -2.640 0.744 2.744
C -2.254 -0.826 0.753
O -3.323 -1.379 0.756
O -1.336 -0.908 -0.186
C 1.376 1.787 1.925
O 1.964 2.735 2.389
O 1.760 0.954 0.992
H -2.387 3.058 4.886
H -0.264 2.941 3.881
H -3.678 0.464 2.836
Cl 1.401 -5.366 -3.743
C 0.856 -3.784 -3.320
C -0.237 -3.225 -3.968
Cl -1.060 -4.096 -5.210
C -0.679 -1.944 -3.622
Cl -2.013 -1.177 -4.411
C -0.012 -1.235 -2.645
O -0.303 0.003 -2.245
C 1.088 -1.805 -1.992
O 1.619 -1.005 -1.051
C 1.527 -3.070 -2.317
Cl 2.871 -3.730 -1.471
C 4.278 1.929 -4.779
Si 3.148 0.839 -3.747
C 1.907 0.081 -4.928
C 4.236 -0.381 -2.842
Sb 1.873 2.216 -1.960
Si 0.651 3.946 -3.416
C 1.943 4.798 -4.483
C -0.509 2.970 -4.487
C -0.189 5.324 -2.472
Si 3.721 3.505 -0.705
C 4.643 2.351 0.426
C 4.981 4.185 -1.920
C 2.869 4.927 0.154
H 4.937 1.268 -5.352
H 4.905 2.592 -4.186
H 3.718 2.531 -5.495
H 2.190 -0.941 -5.194
H 1.880 0.675 -5.845
H 0.902 0.055 -4.517
H 4.498 -1.208 -3.508
H 3.757 -0.797 -1.958
H 5.165 0.110 -2.538
H 2.413 4.115 -5.190
H 2.726 5.257 -3.878
H 1.456 5.592 -5.057
H 0.036 2.235 -5.082
H -1.039 3.643 -5.166
H -1.248 2.440 -3.884
H 0.512 5.850 -1.822
H -1.028 4.975 -1.874
H -0.559 6.032 -3.221
H 4.872 1.412 -0.081
H 4.065 2.130 1.318
H 5.589 2.819 0.717
H 5.600 3.383 -2.325
H 5.642 4.860 -1.367
H 4.543 4.741 -2.749
H 1.970 4.583 0.666
H 2.599 5.703 -0.566
H 3.531 5.369 0.904
C -4.615 0.715 -1.562
N -4.443 2.152 -1.584
C -4.348 2.935 -0.485
Se -0.968 2.459 -0.673
N -4.118 4.178 -0.999
C -4.082 4.196 -2.386
C -3.933 5.201 -3.329
C -4.022 4.834 -4.664
C -4.235 3.504 -5.042
C -4.366 2.498 -4.096
C -4.293 2.870 -2.762
H -4.717 0.400 -0.530
H -3.750 0.225 -2.009
H -5.516 0.431 -2.111
H -3.979 4.975 -0.406
H -3.768 6.231 -3.038
H -3.917 5.592 -5.430
H -4.285 3.254 -6.093
H -4.519 1.467 -4.385
O 3.159 -5.971 3.327
S 2.957 -4.621 3.778
O 3.073 -4.363 5.189
N 1.549 -4.015 3.197
C 1.747 -3.026 2.365
S 0.450 -2.226 1.607
C 3.197 -2.686 2.140
C 3.764 -1.713 1.334
C 5.150 -1.623 1.287
C 5.956 -2.477 2.033
C 5.388 -3.447 2.849
C 4.012 -3.524 2.877
H 3.140 -1.061 0.751
H 5.613 -0.876 0.655
H 7.034 -2.386 1.977
H 5.997 -4.122 3.438
```

Spin multiplicity   3
E   -232549.4033 eV
Molecular weight   1361.53 g mol⁻¹
E_LUMO (alpha / beta)   1.02 / 0.22 eV
HOMO level (alpha / beta)   -0.19615 / -0.20132 Eh
Gap between HOMO and LUMO (alpha / beta)   0.234 / 0.209 hartree
Energy relative to the best compared isomer or geometry (same formula, charge and spin)   181.0 kJ/mol
Maximum force   0.023 Eh/bohr
Charge   -1

Results of the Löwdin charge analysis, in e, for atoms 1 through 99: 1.391, 0.094, -0.254, 0.090, -0.211, -0.104, -0.201, 0.113, -0.576, 0.114, -0.239, -0.568, 0.088, -0.263, 0.117, 0.135, 0.144, 0.662, -0.695, -0.698, 0.658, -0.614, 0.705, -0.420, -0.392, -0.377, -0.341, -0.597, 0.754, -0.214, 0.380, -0.194, -0.209, 0.961, 0.284, -0.213, -0.208, -0.238, 0.347, -0.205, -0.225, -0.218, 0.039, 0.001, 0.008, 0.046, 0.033, -0.003, 0.042, -0.003, 0.030, 0.005, 0.012, 0.034, 0.018, 0.033, 0.014, 0.019, -0.040, 0.033, 0.015, 0.014, 0.040, 0.017, 0.035, 0.008, 0.015, 0.018, 0.038, -0.028, -0.131, -0.082, 0.357, 0.051, -0.217, -0.029, -0.108, -0.103, -0.009, -0.190, 0.074, 0.082, 0.093, 0.128, 0.108, 0.096, 0.099, 0.108, -0.311, 0.616, -0.315, -0.107, -0.767, 0.803, -0.215, -0.037, -0.068, -0.080, -0.043